1.
Computed, not measured: C2H2DyFO2 as an isolated structure at a distorted geometry, with ωB97M-V with the def2-TZVPD basis set.

## Properties
* energy relative to the best compared isomer or geometry (same formula, charge and spin): 93.1 kJ/mol
* E_HOMO (spin up / spin down): -19.619 / -18.842 eV
* calculated total energy: -32981.81682 eV
* HOMO-LUMO gap (spin up / spin down): 9.0 / 7.2 eV

Geometry as ORCA input:
```
! RIJCOSX wB97M-V def2-TZVPD def2/J DEFGRID3
* xyz 2 6
O 1.17694 -0.57250 -0.35751
C -0.01094 -1.05872 0.05679
C -1.02962 -0.09716 0.07343
O -0.82533 1.13293 -0.11119
H -0.14313 -2.12955 0.20704
F -2.27409 -0.49078 0.29926
Dy 1.30801 1.79052 -0.44280
H 2.17004 -0.52440 0.25839
*
```

Atomic partial charges in e from the Mulliken method, atoms 1 to 5: -0.58 -0.06 0.72 -0.58 0.47

2.
Computed, not measured: an isolated ion of composition C9H14FN2O and charge +1 at a distorted geometry, with ωB97M-V with the def2-TZVPD basis set.

## Properties
* energy relative to the best compared isomer or geometry (same formula, charge and spin): 0.0 kJ/mol
* E_HOMO (spin up / spin down): -11.631 / -11.632 eV
* calculated total energy: -17294.35281 eV
* HOMO-LUMO gap (spin up / spin down): 8.7 / 8.7 eV
* SMILES: CC#C/C(F)=N/OC[C@@H]1CCC[NH2+]1

Geometry as ORCA input:
```
! RIJCOSX wB97M-V def2-TZVPD def2/J DEFGRID3
* xyz 1 1
C -4.39342 -4.74100 2.54638
C -3.55505 -3.64698 2.17516
C -2.87019 -2.71550 1.81096
C -1.89228 -1.78491 1.55285
F -0.86148 -1.64697 2.36840
N -1.91427 -0.86094 0.35492
O -0.73312 -0.10955 0.34791
C -0.36077 0.24425 -0.96773
C -0.11743 1.76076 -1.00273
C 0.80791 2.20685 -2.14148
C 2.13603 2.59779 -1.47175
C 2.06078 1.97938 -0.08117
N 0.62240 2.09803 0.25546
H -4.11541 -5.62371 1.96848
H -5.43680 -4.50637 2.34683
H -4.26382 -4.96009 3.60578
H 0.55527 -0.30202 -1.22659
H -1.14900 -0.04207 -1.66798
H -1.07765 2.27956 -0.99941
H 0.38695 3.04660 -2.68804
H 0.94878 1.39376 -2.85038
H 2.99363 2.22890 -2.02640
H 2.22647 3.68037 -1.40242
H 2.32886 0.92392 -0.10318
H 2.68183 2.48847 0.65375
H 0.30744 1.43148 0.98120
H 0.41046 3.05220 0.55660
*
```

Atomic partial charges in e from the natural (NBO) method, atoms 1 to 5: -0.72 0.25 -0.23 0.58 -0.28